# C4H5N3S

A single C4H5N3S molecule (ωB97M-V/def2-TZVPD, OMol25).

Its frontier orbital gap (spin up / spin down) is 6.3 / 7.3 eV. As for the multiplicity: 1. Its max |F| is 1.0 eV Å⁻¹. The calculation puts the HOMO energy (spin up / spin down) at -0.2718 / -0.2840 hartree. Its LUMO energy (spin up / spin down) is -1.05 / -0.43 eV. The molar mass comes out at 127.17 g mol⁻¹. The calculated total energy is -717.77730 Ha.

Last column: Mulliken charge in e.
CARTESIAN COORDINATES (ANGSTROEM)
C -0.91 -1.65 0.02  -0.45
C 0.07 -0.62 -0.01  0.48
C -0.70 0.61 -0.03  0.29
C 2.74 0.20 0.06  -0.59
N -2.12 -1.18 0.03  -0.77
N -2.01 0.16 -0.01  0.23
N -0.31 1.83 -0.09  -0.67
S 1.70 -1.07 -0.05  0.02
H -0.73 -2.71 0.04  0.45
H 3.79 -0.01 0.01  0.31
H 2.38 1.21 0.12  0.32
H -2.83 0.74 0.04  0.19
H -1.07 2.50 -0.13  0.19

# C4H7NO2

A single C4H7NO2 molecule at a distorted geometry (ωB97M-V/def2-TZVPD, OMol25).

Its frontier orbital gap is 10.8 eV. As for the multiplicity: 1. Its max |F| is 1.7 eV Å⁻¹. The calculation puts the HOMO energy at -0.3738 hartree. Its LUMO energy is 0.67 eV. Its SMILES is [H]/N=C(/C)OCC=O. The molar mass comes out at 101.10 g mol⁻¹. The calculated total energy is -361.79547 Ha.

Last column: Mulliken charge in e.
CARTESIAN COORDINATES (ANGSTROEM)
C 1.33 0.22 -1.96  -1.01
C 0.59 -0.25 -0.73  0.71
N 0.23 -1.40 -0.39  -0.73
O 0.27 0.90 0.05  -0.30
C -0.41 0.68 1.28  -0.48
C -1.53 -0.47 1.41  0.00
O -1.68 -1.05 2.46  -0.45
H 2.15 0.86 -1.63  0.29
H 1.73 -0.57 -2.61  0.32
H 0.64 0.84 -2.55  0.27
H -0.28 -1.24 0.51  0.39
H 0.29 0.53 2.11  0.33
H -1.07 1.53 1.46  0.27
H -2.28 -0.57 0.60  0.41

# C26H50AlBr2F6NO6P

A molecular structure, C26H50AlBr2F6NO6P at a distorted geometry (ωB97M-V/def2-TZVPD, OMol25).

Its frontier orbital gap is 6.6 eV. As for the multiplicity: 1. Its max |F| is 9.8 eV Å⁻¹. The calculation puts the HOMO energy at -0.1683 hartree. Its LUMO energy is 2.05 eV. As for the charge: -1. The molar mass comes out at 804.44 g mol⁻¹. The calculated total energy is -7857.93306 Ha.

Last column: Mulliken charge in e.
CARTESIAN COORDINATES (ANGSTROEM)
C 4.11 0.23 1.59  -0.33
C 5.32 0.76 2.35  -0.83
C 5.31 2.27 2.63  -0.79
C 4.68 3.14 1.54  -0.94
C 3.35 3.74 1.97  0.23
C 2.67 4.46 0.80  -0.17
C 1.70 5.55 1.24  -1.34
C 0.24 5.19 0.94  -0.43
C 0.00 4.99 -0.54  -0.49
C -1.32 4.28 -0.84  -1.46
C -1.39 2.94 -0.13  -0.97
C -0.25 1.99 -0.55  -1.11
C 0.65 1.58 0.61  2.32
C -0.11 0.83 1.74  -0.99
Al 0.65 -1.01 2.20  -0.62
C -0.94 -2.28 2.21  -1.08
C 1.45 -1.07 4.09  -0.24
Br 3.33 -1.64 4.23  -0.21
C 1.38 0.23 4.88  -1.00
C 2.09 1.40 4.24  0.24
Br -0.48 0.63 5.38  -0.19
P 2.09 -1.84 0.48  0.92
N 1.88 -3.40 0.41  -0.87
O 1.78 -1.20 -1.02  -0.56
O 3.68 -1.60 0.73  -0.32
H 4.05 0.61 0.58  0.43
H 4.18 -0.84 1.52  0.38
H 3.18 0.44 2.11  -0.64
H 5.35 0.23 3.30  0.13
H 6.21 0.47 1.81  0.43
H 6.34 2.60 2.77  0.46
H 4.80 2.43 3.57  0.25
H 4.57 2.64 0.59  0.43
H 5.34 3.98 1.36  0.46
H 2.68 2.95 2.30  -0.55
H 3.53 4.42 2.80  0.51
H 2.16 3.69 0.23  -0.01
H 3.45 4.85 0.15  0.75
H 1.80 5.69 2.31  0.50
H 1.90 6.50 0.76  0.34
H 0.03 4.30 1.53  0.03
H -0.37 6.01 1.29  0.47
H 0.79 4.45 -1.04  0.32
H -0.05 5.98 -1.00  0.51
H -2.14 4.90 -0.51  0.44
H -1.45 4.14 -1.91  0.34
H -1.39 3.12 0.94  0.50
H -2.34 2.46 -0.34  0.52
H -0.71 1.08 -0.91  0.51
H 0.33 2.47 -1.33  0.54
H 1.01 2.52 1.04  -2.41
H 1.53 1.06 0.25  0.40
H -0.16 1.48 2.60  0.36
H -1.13 0.67 1.41  1.01
H -1.38 -2.34 3.20  0.36
H -1.63 -1.92 1.45  0.26
H -0.55 -3.23 1.88  0.22
H 0.89 -1.79 4.66  0.82
H 1.86 0.05 5.83  0.67
H 2.13 1.34 3.16  -1.31
H 3.11 1.41 4.60  0.37
H 1.65 2.34 4.54  0.54
H 1.54 -3.68 -0.51  0.16
H 0.89 -0.80 -1.02  0.31
H 4.12 -2.44 0.50  0.38
C -0.21 -7.67 -4.14  -1.11
C -0.71 -6.31 -4.59  -0.24
O -1.55 -5.71 -3.59  -0.31
C -0.91 -5.11 -2.58  0.30
O 0.27 -5.04 -2.44  -0.52
C -1.94 -4.49 -1.62  0.97
F -2.95 -5.34 -1.36  -0.28
F -2.48 -3.38 -2.18  -0.26
F -1.37 -4.15 -0.47  -0.18
H -1.04 -8.32 -3.87  0.31
H 0.36 -8.14 -4.94  0.37
H 0.44 -7.58 -3.27  0.32
H -1.34 -6.41 -5.47  0.32
H 0.11 -5.64 -4.83  0.33
C -6.30 -2.22 -1.84  -1.14
C -5.75 -2.37 -3.24  -0.12
O -6.75 -2.04 -4.23  -0.32
C -6.93 -0.75 -4.47  0.35
O -6.35 0.17 -3.96  -0.51
C -7.99 -0.58 -5.57  0.88
F -9.06 -1.37 -5.34  -0.25
F -7.48 -0.92 -6.77  -0.25
F -8.41 0.69 -5.64  -0.24
H -7.20 -2.82 -1.71  0.32
H -5.55 -2.55 -1.11  0.37
H -6.55 -1.19 -1.62  0.31
H -5.49 -3.41 -3.43  0.27
H -4.86 -1.77 -3.39  0.32

# C2H4NO3P

2 unconnected molecules or ions with the total composition C2H4NO3P at a distorted geometry (ωB97M-V/def2-TZVPD, OMol25).

Its frontier orbital gap is 5.3 eV. As for the multiplicity: 1. Its max |F| is 4.5 eV Å⁻¹. The calculation puts the HOMO energy at 0.0611 hartree. Its LUMO energy is 6.96 eV. As for the charge: -2. The molar mass comes out at 121.03 g mol⁻¹. The calculated total energy is -700.38443 Ha.

Last column: Mulliken charge in e.
CARTESIAN COORDINATES (ANGSTROEM)
C -0.67 -0.66 0.22  -0.28
C 1.16 -1.55 1.50  -0.97
N -0.01 -1.69 0.64  -0.63
O -1.67 1.08 -3.11  -0.63
O 0.20 2.35 -1.90  -0.65
O -2.25 2.53 -1.06  -0.65
P -1.24 1.98 -2.01  0.92
H -0.07 0.29 0.39  0.03
H 1.53 -2.47 1.80  0.48
H 0.99 -0.81 2.58  0.15
H 2.02 -1.04 0.96  0.24

- Look up the max |F| of the fourth one.
  4.5 eV Å⁻¹